(1)
Molecular formula: C5H6N
Method: DFT, the ωB97M-V functional and the def2-TZVPD basis

```
12
Properties=species:S:1:pos:R:3:nbo_charge:R:1
N 1.624 -0.426 -0.053 -0.6735
C 0.334 0.148 0.452 -0.3193
C -0.273 -0.813 1.466 0.0758
C -1.808 -0.206 1.032 0.1782
C -1.946 0.012 -0.298 -0.3120
C -0.674 0.414 -0.658 -0.1298
H 1.700 -1.412 0.321 0.4743
H 2.457 0.044 0.173 0.4453
H 1.639 -0.388 -1.096 0.4513
H 0.385 1.154 0.874 0.3124
H -2.798 0.356 -0.838 0.2741
H -0.640 1.116 -1.375 0.2232
```

Calculated values
SMILES ... [NH3+][C@@H]1C#CC=C1
Kohn-Sham gap (spin up / spin down) ... 7.6 / 7.9 eV
Net charge ... +1

---

(2)
Molecular formula: C45H55CaIN5O5P
Method: DFT, the ωB97M-V functional and the def2-TZVPD basis

```
113
Properties=species:S:1:pos:R:3:lowdin_charge:R:1
Ca -1.648 -0.530 -0.801 1.1569
C -2.331 -4.363 1.322 -0.0146
C -2.280 -3.215 2.310 -0.2539
N -2.084 -3.379 3.575 0.1177
C -2.023 -2.273 4.348 -0.1278
C -2.114 -0.977 3.900 -0.1958
C -1.878 0.139 4.854 -0.2059
O -3.005 1.019 4.953 -0.0597
C -2.334 -0.720 2.514 -0.0879
C -2.478 0.623 2.040 -0.0592
N -2.308 1.083 0.832 -0.0114
C -2.514 2.428 0.562 -0.3488
C -2.563 3.378 1.608 -0.0346
C -2.860 4.710 1.392 -0.0756
C -3.123 5.133 0.095 -0.0923
C -3.026 4.250 -0.960 -0.1711
C -2.687 2.921 -0.743 -0.5862
I -2.310 1.835 -2.502 1.1163
C -2.534 -1.902 1.712 -0.3388
O -2.947 -1.964 0.522 -0.1439
H -2.068 -5.289 1.814 0.0732
H -1.659 -4.158 0.497 0.0688
H -3.340 -4.439 0.904 0.0864
H -1.845 -2.463 5.390 0.0998
H -1.014 0.720 4.521 0.1154
H -1.664 -0.290 5.826 0.1176
H -3.191 1.169 5.874 0.0786
H -2.763 1.299 2.843 0.0987
H -2.345 3.067 2.624 0.1065
H -2.881 5.421 2.223 0.1131
H -3.348 6.176 -0.094 0.1049
H -3.161 4.607 -1.971 0.0844
O -0.742 -3.378 -5.367 0.0353
C 0.349 -3.714 -4.667 -0.2807
C 1.377 -4.380 -5.333 -0.0167
C 2.512 -4.767 -4.645 -0.0925
C 2.671 -4.477 -3.294 -0.1045
C 1.665 -3.797 -2.637 -0.0388
C 0.501 -3.426 -3.303 -0.0917
C -0.541 -2.708 -2.545 -0.4216
O -0.235 -2.352 -1.375 -0.1315
N -1.707 -2.509 -3.229 0.0258
N -2.651 -1.801 -2.570 -0.0987
C -3.882 -1.900 -2.835 -0.0852
C -4.880 -1.129 -2.062 -0.2641
C -6.224 -1.453 -2.245 -0.0245
C -7.203 -0.755 -1.561 -0.0630
C -6.805 0.271 -0.718 -0.0581
C -5.447 0.522 -0.570 -0.1269
N -4.496 -0.158 -1.213 0.0395
H -1.401 -3.009 -4.693 0.0526
H 1.246 -4.624 -6.385 0.1162
H 3.309 -5.284 -5.174 0.1017
H 3.583 -4.775 -2.778 0.0995
H 1.747 -3.549 -1.588 0.1049
H -4.287 -2.577 -3.585 0.1259
H -6.508 -2.240 -2.930 0.1099
H -8.250 -0.990 -1.699 0.1080
H -7.548 0.853 -0.173 0.1067
H -5.094 1.324 0.088 0.1080
O 0.252 0.502 -0.884 -0.5585
P 1.615 0.668 -0.274 0.8290
C 1.335 2.076 0.827 -0.3199
C 0.730 3.266 0.003 -0.1648
C 1.602 4.515 0.093 -0.1856
C 1.694 5.003 1.548 -0.1870
C 1.742 3.825 2.539 -0.1763
C 2.319 2.559 1.876 -0.1904
C 2.052 -0.923 0.476 -0.3212
C 1.019 -1.428 1.496 -0.1627
C 1.262 -0.967 2.943 -0.1689
C 2.660 -1.379 3.407 -0.1875
C 3.718 -0.810 2.466 -0.1921
C 3.454 -1.216 1.015 -0.1761
C 2.589 1.111 -1.738 -0.3324
C 3.850 1.942 -1.578 -0.1807
C 5.128 1.135 -1.441 -0.2013
C 5.263 0.112 -2.562 -0.1944
C 4.039 -0.811 -2.600 -0.1851
C 2.733 -0.020 -2.772 -0.1557
H 0.477 1.617 1.366 0.1104
H -0.249 3.516 0.421 0.0937
H 0.553 2.983 -1.027 0.0805
H 1.188 5.308 -0.544 0.1167
H 2.615 4.301 -0.281 0.0955
H 0.823 5.632 1.796 0.1090
H 2.591 5.623 1.667 0.1081
H 0.726 3.597 2.888 0.1104
H 2.337 4.080 3.407 0.1044
H 2.492 1.802 2.638 0.0821
H 3.292 2.791 1.427 0.1130
H 1.905 -1.511 -0.447 0.0953
H 1.055 -2.516 1.460 0.1333
H 0.016 -1.160 1.193 0.0681
H 0.489 -1.397 3.591 0.1014
H 1.142 0.129 2.992 0.0986
H 2.721 -2.470 3.415 0.1178
H 2.852 -1.028 4.430 0.1136
H 4.705 -1.187 2.754 0.1142
H 3.767 0.280 2.555 0.0900
H 3.548 -2.310 0.982 0.1288
H 4.246 -0.831 0.384 0.0721
H 1.819 1.772 -2.141 0.1087
H 3.759 2.636 -0.740 0.0814
H 3.923 2.555 -2.482 0.1274
H 5.162 0.633 -0.465 0.0961
H 5.994 1.802 -1.463 0.1129
H 6.166 -0.482 -2.409 0.1092
H 5.374 0.624 -3.530 0.1190
H 3.993 -1.390 -1.659 0.0989
H 4.134 -1.530 -3.415 0.1093
H 1.876 -0.701 -2.742 0.1008
H 2.725 0.445 -3.760 0.1247
```

Calculated values
Kohn-Sham gap (spin up / spin down) ... 6.9 / 6.9 eV

---

(3)
Molecular formula: C29H42N2O6
Method: DFT, the ωB97M-V functional and the def2-TZVPD basis

```
79
Properties=species:S:1:pos:R:3:nbo_charge:R:1
C -4.077 0.180 -0.491 -0.6365
C -3.500 -0.510 -1.553 -0.0914
H -3.483 -1.685 -1.349 0.2067
O -2.212 0.040 -1.816 -0.5105
C -1.514 -0.494 -2.772 0.4465
C -0.211 0.314 -3.354 -0.2001
C 0.614 -0.319 -4.584 -0.3833
C 1.035 0.592 -5.393 -0.4523
H 0.334 1.272 -5.853 0.2222
C 1.925 -0.023 -6.476 -0.0486
O 3.091 -0.932 -6.125 -0.6995
H 2.748 -1.484 -5.526 0.4515
H 1.177 -0.577 -7.037 0.1438
H 2.297 0.593 -7.193 0.1847
H 1.742 1.211 -4.793 0.2039
H -0.176 -0.932 -5.173 0.1817
H 1.205 -1.007 -4.084 0.2361
H -0.687 1.191 -3.668 0.2051
C 0.655 0.469 -2.066 -0.2794
C 1.164 -0.783 -1.489 -0.3760
C 0.174 -1.776 -1.544 0.2815
O -0.760 -2.013 -2.319 -0.5734
C 0.710 -3.123 -0.703 0.6692
O 1.918 -3.606 -0.948 -0.5998
N -0.456 -3.562 0.249 -0.4517
C -1.403 -2.746 0.745 -0.2348
H -2.161 -3.290 0.790 0.1899
C -1.195 -2.166 2.037 -0.2219
N -0.581 -2.958 2.900 -0.4354
C -0.601 -2.403 4.366 -0.1869
C -0.006 -1.225 4.503 -0.3110
C 1.320 -1.049 4.551 -0.1346
C 2.163 0.071 4.708 -0.2713
C 1.410 1.399 4.631 0.2882
C 0.036 1.311 4.531 0.1929
C -0.662 -0.131 4.531 -0.1268
H -1.920 0.088 4.428 0.2070
O -0.195 2.479 4.605 -0.4670
C 0.683 3.314 4.751 0.2505
O 1.922 2.424 4.646 -0.4489
H 0.768 3.955 5.808 0.1565
H 0.942 3.986 3.822 0.1688
H 3.258 0.160 4.652 0.2237
H 2.039 -1.882 4.556 0.2012
H -1.797 -2.360 4.535 0.2037
H -0.236 -3.117 5.129 0.2204
C 0.587 -3.502 2.624 -0.2641
C 0.320 -4.214 1.364 -0.2086
H -0.624 -5.196 1.434 0.1628
H 1.220 -4.916 0.750 0.2695
H 1.288 -2.923 2.402 0.1700
H 0.794 -4.351 3.345 0.2190
H -0.511 -1.242 2.017 0.1285
H -1.967 -1.485 2.398 0.2304
H -1.572 -1.950 0.021 0.2079
H 2.166 -0.899 -0.851 0.2717
H 1.597 0.995 -2.666 0.1859
C 0.299 1.636 -1.278 -0.1814
C 1.096 1.586 0.115 -0.3658
C 0.906 2.761 1.187 -0.4021
C 0.569 4.228 0.417 -0.2994
C -0.107 4.118 -0.856 -0.4326
C 0.236 3.040 -1.813 -0.3749
H 1.445 3.261 -2.293 0.1614
H -0.252 3.154 -2.753 0.2178
H -0.116 5.163 -1.366 0.2200
H -1.171 4.007 -0.645 0.1982
H 0.381 4.774 1.116 0.1714
H 1.761 4.456 -0.036 0.1467
H 1.656 2.666 1.983 0.2205
H -0.304 2.417 1.434 0.1676
H 2.231 1.867 -0.116 0.1726
H 0.998 0.726 0.511 0.1959
H -0.987 1.212 -0.906 0.1907
H -2.015 -0.872 -3.572 0.1583
H -4.156 -0.377 -2.525 0.1863
H -5.231 -0.273 -0.469 0.2194
H -4.251 1.242 -0.723 0.2273
H -3.783 -0.006 0.584 0.2346
```

Calculated values
Kohn-Sham gap ... 7.7 eV